[1]
Here is a structure of composition C42H44BrCl2N4NiO3Te at a distorted geometry from OMol25. Energies are from wB97M-V/def2-TZVPD.

Structure (XYZ):
```
98
Properties=species:S:1:pos:R:3:mulliken_spin:R:1
Ni -1.822 -0.149 -1.521 1.564
C -6.356 2.826 -1.991 0.000
C -5.596 1.625 -1.616 0.000
C -6.300 0.658 -0.827 0.001
C -5.760 -0.557 -0.543 0.000
C -4.430 -0.834 -0.946 -0.009
Br -3.857 -2.598 -0.600 0.008
N -3.701 0.128 -1.576 0.024
C -4.329 1.250 -2.004 0.017
H -5.728 3.708 -1.993 0.000
H -7.205 2.914 -1.310 0.000
H -6.693 2.697 -3.078 0.000
H -7.312 0.900 -0.531 0.000
H -6.277 -1.383 -0.011 0.000
H -3.737 1.787 -2.790 -0.003
C -0.626 1.566 1.257 0.005
C -0.490 0.042 1.136 -0.069
O -0.128 -0.575 2.318 0.310
N -0.779 -0.631 0.113 0.361
Te -0.115 -2.657 1.795 0.620
C -0.324 -3.334 3.890 -0.071
C 0.224 -4.584 4.219 0.052
C 0.803 -5.573 3.237 -0.023
C 0.269 -5.001 5.566 0.011
C -0.337 -4.286 6.590 0.000
C -0.423 -4.856 7.973 0.000
C -0.983 -3.064 6.251 0.005
C -1.043 -2.604 4.915 -0.027
C -1.925 -1.405 4.664 -0.002
C 2.030 -2.489 1.636 0.131
C 2.819 -1.945 2.738 0.020
C 2.310 -1.626 4.159 -0.002
C 4.201 -1.720 2.510 -0.009
C 4.837 -2.116 1.309 0.022
C 6.326 -1.870 1.221 -0.002
C 4.045 -2.607 0.299 -0.008
C 2.679 -2.819 0.436 -0.103
C 1.902 -3.344 -0.804 0.040
H 0.194 1.989 1.860 0.001
H -1.555 1.814 1.696 0.000
H -0.457 2.010 0.272 0.012
H 0.625 -5.188 2.252 0.065
H 0.237 -6.481 3.245 -0.002
H 1.850 -5.774 3.363 -0.004
H 0.772 -5.970 5.736 0.001
H 0.382 -4.497 8.630 0.000
H -0.265 -5.936 7.891 0.000
H -1.371 -4.601 8.441 0.000
H -1.447 -2.456 7.098 0.000
H -2.811 -1.547 5.251 0.002
H -2.150 -1.295 3.590 0.008
H -1.446 -0.501 5.064 0.002
H 1.415 -0.998 4.099 -0.004
H 3.160 -1.168 4.672 0.000
H 2.042 -2.543 4.728 0.000
H 4.779 -1.336 3.367 0.001
H 6.634 -0.935 1.736 0.001
H 6.619 -1.790 0.195 0.000
H 6.859 -2.620 1.781 0.002
H 4.503 -2.961 -0.624 -0.001
H 2.571 -3.922 -1.463 0.003
H 1.467 -2.534 -1.331 -0.034
H 1.053 -4.014 -0.514 0.018
O 1.787 0.017 -2.349 0.000
C 1.118 1.038 -2.507 0.001
N 1.604 2.237 -2.978 0.003
C 0.573 3.188 -3.197 -0.002
C -0.669 2.372 -2.769 0.017
O -1.825 2.804 -2.919 -0.002
N -0.287 1.189 -2.318 0.037
C 0.514 3.475 -4.738 0.003
C 0.554 2.378 -5.634 0.000
C 0.443 2.490 -7.017 0.000
C 0.324 3.768 -7.581 0.000
C 0.306 4.887 -6.720 0.000
C 0.426 4.742 -5.309 -0.001
C 0.664 4.470 -2.384 -0.002
C 1.860 5.239 -2.455 0.001
C 2.136 6.169 -1.484 0.000
C 1.209 6.411 -0.422 0.000
C -0.019 5.838 -0.437 0.001
C -0.293 4.873 -1.438 0.000
H 2.574 2.436 -3.163 0.000
H 0.523 1.388 -5.204 0.000
H 0.452 1.588 -7.650 0.000
H 0.277 3.818 -8.657 0.000
H 0.286 5.887 -7.173 0.000
H 0.240 5.636 -4.695 0.000
H 2.527 5.036 -3.244 0.000
H 3.073 6.722 -1.608 0.000
H 1.547 7.038 0.394 0.000
H -0.736 6.033 0.367 0.000
H -1.271 4.454 -1.594 0.000
Cl -1.515 -1.904 -3.456 0.012
C 0.192 -1.990 -3.949 0.001
Cl 0.368 -1.493 -5.627 0.000
H 0.410 -3.057 -3.983 0.000
H 0.800 -1.398 -3.225 -0.002
```

The LUMO energy (alpha / beta) comes out at -0.4 / -0.7 eV. As for the calculated total energy: -7342.22483 hartree. Its multiplicity is 4. The value obtained for the largest force on an atom is 0.075 Eh/bohr. For the HOMO-LUMO gap (alpha / beta), the calculation gives 0.17751 / 0.25229 Eh. The calculation puts the relative energy (zero: lowest compared OMol25 entry of this formula, charge and spin) at 17.6 kcal per mole.


[2]
Here is a structure of composition C42H44Cl3N5O2PPdSi at a distorted geometry from OMol25. Energies are from wB97M-V/def2-TZVPD.

Structure (XYZ):
```
99
Properties=species:S:1:pos:R:3:mulliken_charge:R:1
Pd 0.026 -0.479 -0.094 0.978
C -2.252 2.081 3.054 -1.516
C -2.280 0.589 2.728 2.303
C -3.524 -0.040 3.353 -1.743
C -1.044 -0.217 3.186 -0.863
C -0.584 -0.055 4.647 -0.606
O 0.814 0.155 4.535 -0.448
C 1.137 0.230 3.251 -0.110
N 0.163 0.058 2.414 1.217
C 2.530 0.581 2.983 0.232
C 3.252 1.060 4.085 -0.848
C 4.566 1.466 3.968 -0.844
C 5.193 1.402 2.733 -0.902
C 4.499 0.932 1.631 -0.849
C 3.176 0.505 1.733 0.396
P 2.481 -0.227 0.207 3.004
C 3.503 0.446 -1.145 -0.158
C 4.623 -0.245 -1.619 -0.140
C 5.415 0.322 -2.602 -0.775
C 5.098 1.565 -3.126 -0.750
C 3.986 2.251 -2.661 -0.756
C 3.195 1.699 -1.671 -0.147
C 2.989 -1.966 0.218 0.501
C 3.620 -2.586 1.293 -0.870
C 4.089 -3.880 1.147 -0.807
C 3.919 -4.562 -0.052 -0.799
C 3.276 -3.950 -1.120 -0.813
C 2.800 -2.661 -0.984 -0.595
H -3.221 2.510 2.813 0.481
H -1.504 2.615 2.477 0.329
H -2.081 2.264 4.112 0.386
H -2.305 0.458 1.634 -1.139
H -3.507 0.073 4.435 0.442
H -3.607 -1.097 3.111 0.398
H -4.416 0.462 2.990 0.392
H -1.315 -1.266 3.011 0.230
H -0.757 -0.945 5.255 0.330
H -1.024 0.804 5.164 0.335
H 2.765 1.116 5.048 0.605
H 5.095 1.839 4.830 0.482
H 6.222 1.704 2.627 0.503
H 5.002 0.886 0.678 0.544
H 4.898 -1.205 -1.206 0.516
H 6.292 -0.204 -2.950 0.491
H 5.725 2.000 -3.888 0.466
H 3.745 3.220 -3.066 0.538
H 2.346 2.247 -1.288 0.524
H 3.771 -2.054 2.221 0.500
H 4.606 -4.361 1.963 0.493
H 4.299 -5.566 -0.155 0.474
H 3.164 -4.476 -2.057 0.541
H 2.320 -2.157 -1.816 0.700
C 0.067 -0.553 -4.748 -1.366
C 0.132 -0.915 -3.398 -0.663
N 0.045 -0.040 -2.417 1.270
C -0.130 1.265 -2.709 -0.331
C -0.193 1.729 -4.048 1.117
C -0.090 0.774 -5.074 -0.838
C -0.327 3.125 -4.310 -1.054
C -0.345 4.023 -3.296 -1.145
C -0.231 3.604 -1.940 1.362
C -0.112 4.513 -0.875 -1.094
C 0.127 4.037 0.392 -1.153
C 0.154 2.655 0.602 -1.001
N -0.038 1.786 -0.368 1.694
C -0.170 2.218 -1.638 -1.241
H 0.152 -1.309 -5.512 0.545
H 0.267 -1.954 -3.123 0.423
H -0.126 1.095 -6.105 0.527
H -0.386 3.454 -5.337 0.511
H -0.415 5.079 -3.502 0.501
H -0.168 5.574 -1.064 0.497
H 0.292 4.703 1.222 0.644
H 0.368 2.252 1.584 0.715
C -3.012 -2.756 -2.204 -0.977
N -3.940 -2.122 -1.315 0.456
C -5.156 -2.837 -1.032 -0.740
C -5.828 -2.253 0.197 -0.454
C -5.992 -0.758 -0.024 -0.730
N -4.707 -0.167 -0.305 0.290
C -4.581 1.254 -0.147 -0.815
C -3.656 -0.871 -0.830 0.024
O -2.525 -0.382 -0.907 -0.548
H -3.465 -2.888 -3.193 0.364
H -2.743 -3.746 -1.830 0.363
H -2.121 -2.136 -2.291 0.056
H -4.906 -3.891 -0.876 0.394
H -5.819 -2.797 -1.907 0.374
H -5.196 -2.431 1.069 0.063
H -6.794 -2.727 0.359 0.420
H -6.408 -0.278 0.867 0.444
H -6.690 -0.562 -0.849 0.320
H -4.722 1.543 0.897 0.282
H -5.344 1.763 -0.739 0.429
H -3.593 1.564 -0.479 -0.022
Cl 0.522 -3.289 2.234 -0.173
Si -0.668 -2.663 0.664 0.960
Cl -0.143 -3.847 -0.962 -0.288
Cl -2.566 -3.181 1.237 -0.265
```

As for the charge: +3. The LUMO energy (alpha / beta) comes out at -11.4 / -11.4 eV. As for the calculated total energy: -4189.71607 hartree. The value obtained for the largest force on an atom is 0.055 Eh/bohr. For the HOMO-LUMO gap (alpha / beta), the calculation gives 0.14620 / 0.14596 Eh. The calculation puts the relative energy (zero: lowest compared OMol25 entry of this formula, charge and spin) at 66.0 kcal per mole.


[3]
Here is a structure of composition C42H44F2N3P2Si2Zn from OMol25. Energies are from wB97M-V/def2-TZVPD.

Structure (XYZ):
```
96
Properties=species:S:1:pos:R:3:mulliken_charge:R:1
Zn -0.103 -0.546 0.369 -2.629
C 4.572 -0.372 -1.609 -1.198
Si 3.054 -1.154 -0.839 0.300
C 3.541 -1.707 0.879 -0.961
C 2.755 -2.687 -1.874 -1.161
N 1.649 -0.179 -0.797 0.569
P 1.463 1.430 -0.611 2.176
C 0.013 1.882 0.089 -0.947
P -1.448 1.500 -0.624 1.373
N -1.614 -0.062 -1.059 0.166
Si -2.887 -0.811 -1.914 0.395
C -4.366 0.277 -2.302 -1.154
C -2.246 -1.434 -3.559 -1.161
C -3.582 -2.283 -0.970 -1.166
C -2.686 1.910 0.684 0.304
C -3.503 0.926 1.222 -0.002
C -4.325 1.192 2.315 -0.827
C -4.343 2.457 2.877 -0.608
C -3.521 3.452 2.355 -0.792
C -2.692 3.174 1.279 -0.544
C -1.955 2.518 -2.073 0.587
C -1.392 2.174 -3.305 -0.147
C -1.676 2.900 -4.451 -1.166
C -2.546 3.982 -4.390 -0.810
C -3.131 4.321 -3.178 -0.632
C -2.839 3.592 -2.029 -0.800
C 2.803 2.043 0.504 0.137
C 3.983 2.634 0.068 -0.476
C 4.988 2.983 0.967 -0.601
C 4.823 2.735 2.321 -0.593
C 3.643 2.150 2.771 -0.535
C 2.642 1.816 1.873 -0.596
C 1.854 2.265 -2.196 0.404
C 2.148 1.534 -3.340 -0.725
C 2.341 2.169 -4.564 -0.797
C 2.243 3.549 -4.648 -0.536
C 1.947 4.293 -3.509 -0.717
C 1.752 3.654 -2.294 -0.590
H 5.347 -1.146 -1.648 0.445
H 4.402 -0.017 -2.628 0.336
H 4.961 0.458 -1.019 0.306
H 4.088 -2.655 0.869 0.376
H 4.170 -0.953 1.363 0.302
H 2.647 -1.833 1.498 0.101
H 3.706 -3.154 -2.151 0.423
H 2.170 -3.434 -1.334 0.278
H 2.217 -2.431 -2.791 0.256
H -4.166 0.958 -3.134 0.241
H -5.209 -0.365 -2.577 0.454
H -4.672 0.881 -1.443 0.271
H -2.092 -0.592 -4.240 0.246
H -1.290 -1.954 -3.453 0.266
H -2.962 -2.120 -4.023 0.409
H -4.395 -1.957 -0.313 0.347
H -3.996 -3.032 -1.653 0.356
H -2.830 -2.768 -0.345 0.230
H -3.471 -0.073 0.806 -0.045
H -4.939 0.402 2.732 0.428
H -4.977 2.666 3.731 0.380
H -3.511 4.437 2.804 0.400
H -2.007 3.932 0.916 0.457
H -0.733 1.317 -3.364 0.844
H -1.217 2.619 -5.391 0.461
H -2.774 4.552 -5.283 0.378
H -3.823 5.152 -3.124 0.417
H -3.318 3.860 -1.096 0.335
H 4.126 2.833 -0.989 0.403
H 5.897 3.447 0.604 0.413
H 5.605 3.000 3.022 0.364
H 3.499 1.956 3.828 0.450
H 1.713 1.380 2.221 0.088
H 2.194 0.454 -3.270 0.465
H 2.562 1.583 -5.448 0.376
H 2.389 4.047 -5.600 0.364
H 1.856 5.370 -3.575 0.382
H 1.488 4.226 -1.411 0.443
F -0.470 0.560 5.641 -0.377
C -0.361 -0.376 4.665 0.300
C -0.375 0.010 3.342 0.636
C -0.267 -0.956 2.346 0.555
C -0.166 -2.314 2.704 -0.371
C -0.132 -2.634 4.056 0.524
F 0.004 -3.929 4.467 -0.377
C -0.229 -1.694 5.061 -1.032
C -0.155 -3.333 1.603 0.349
C -0.169 -4.721 1.775 -0.700
C -0.239 -5.541 0.663 -0.729
C -0.297 -4.990 -0.607 -1.021
C -0.266 -3.612 -0.698 -0.973
N -0.190 -2.820 0.365 1.820
H -0.470 1.061 3.082 0.691
H -0.201 -1.984 6.101 0.509
H -0.136 -5.146 2.764 0.598
H -0.255 -6.617 0.793 0.405
H -0.361 -5.599 -1.498 0.488
H -0.303 -3.107 -1.657 0.720
```

As for the charge: -1. The LUMO energy comes out at 2.5 eV. As for the calculated total energy: -5032.12191 hartree. The value obtained for the largest force on an atom is 0.012 Eh/bohr. For the HOMO-LUMO gap, the calculation gives 0.24636 Eh.